(1)
112
Properties=species:S:1:pos:R:3:forces:R:3:mulliken_charge:R:1 method="wB97M-V/def2-TZVPD" total_energy_ev=-75625.14687 total_charge=+1
N 0.538 -1.000 -0.586 1.238 -0.834 -1.656 -0.592
C 0.284 -1.821 -1.864 -0.278 0.914 -0.337 -0.288
C -0.953 -2.888 -1.724 0.511 0.419 -0.310 -0.632
C -0.561 -4.320 -1.027 -1.958 1.369 0.472 -0.373
S 0.020 -5.590 -2.324 -0.002 -0.158 0.533 0.039
C 1.659 -5.096 -3.084 1.074 0.415 -0.592 -0.311
B 1.507 -4.189 -4.473 0.797 2.556 -1.222 0.546
O 2.617 -3.202 -4.712 -1.966 -2.823 2.431 -0.600
O 0.374 -4.259 -5.417 1.714 1.849 2.821 -0.550
H 1.403 -1.466 -0.177 -1.443 1.249 -0.269 0.185
H 0.879 -0.063 -0.954 -0.430 -1.679 0.918 0.229
H 1.318 -2.288 -2.150 -2.047 0.474 0.003 0.218
H -0.035 -1.028 -2.695 0.698 -1.969 1.575 0.314
H -1.402 -3.109 -2.799 0.862 0.422 2.336 0.246
H -1.801 -2.370 -1.098 1.805 -1.145 -1.192 0.416
H -1.583 -4.774 -0.608 2.305 0.582 -1.161 0.151
H 0.155 -4.243 -0.104 -0.893 -0.362 -2.120 0.405
H -0.957 -5.488 -3.342 1.210 0.537 0.909 0.295
H 2.275 -6.061 -3.404 -1.500 1.559 1.138 0.145
H 2.261 -4.501 -2.243 -1.462 -1.443 -1.780 0.358
H 3.214 -3.188 -3.884 -1.295 0.049 -2.035 0.325
H -0.041 -3.332 -5.478 1.076 -1.927 -0.256 0.344
C 3.624 2.720 -0.023 -0.172 -1.259 -0.364 -0.441
C 3.437 1.249 -0.358 -0.951 -7.951 -1.841 0.285
N 3.282 0.029 -0.635 1.521 9.794 2.112 -0.544
H 2.692 3.264 -0.200 0.117 -0.160 0.105 0.420
H 3.907 2.830 1.027 -0.131 -0.100 -0.143 -0.092
H 4.411 3.148 -0.650 -0.092 -0.198 0.008 0.335
C 5.956 -2.817 1.624 -1.232 0.189 -0.048 -0.659
C 4.458 -2.570 1.538 -8.241 1.308 -0.483 0.458
N 3.216 -2.366 1.466 9.940 -1.713 0.523 -0.521
H 6.498 -1.889 1.421 -0.182 -0.173 -0.019 0.157
H 6.218 -3.171 2.625 -0.154 0.058 -0.138 0.291
H 6.252 -3.571 0.890 -0.151 0.130 0.104 0.303
C -5.044 -3.890 0.339 0.456 0.109 -1.262 -0.512
C -4.397 -3.630 -1.012 3.373 1.308 -7.214 0.472
N -3.860 -3.415 -2.132 -4.311 -1.846 8.804 -0.524
H -5.707 -4.757 0.274 0.159 0.092 -0.161 0.347
H -4.274 -4.086 1.090 -0.074 0.135 -0.163 0.256
H -5.628 -3.018 0.646 0.248 -0.094 -0.092 -0.011
C -7.922 0.155 1.412 1.245 -1.018 0.579 -0.661
C -6.756 -0.730 1.821 6.333 -4.545 2.224 0.419
N -5.789 -1.465 2.159 -7.616 5.832 -2.598 -0.662
H -8.867 -0.362 1.601 0.609 -0.057 0.100 0.451
H -7.903 1.085 1.988 0.169 -0.163 0.008 0.312
H -7.853 0.394 0.347 0.114 -0.197 0.372 0.142
C 2.819 4.299 3.909 -0.559 0.274 -1.088 -0.416
C 2.219 4.657 2.559 -3.323 1.980 -7.213 0.420
N 1.722 4.954 1.439 4.039 -2.322 8.808 -0.462
H 2.072 3.793 4.527 -0.031 0.090 -0.242 0.276
H 3.677 3.636 3.772 -0.114 0.141 -0.055 -0.042
H 3.150 5.207 4.423 -0.079 -0.083 -0.201 0.291
C -7.214 1.969 -3.132 0.519 -0.115 1.112 -0.722
C -6.565 1.819 -1.765 3.570 -0.790 7.434 0.466
N -6.027 1.696 -0.632 -4.218 1.027 -9.121 -0.519
H -6.651 1.397 -3.876 -0.021 0.065 0.224 0.264
H -8.241 1.596 -3.100 0.185 0.029 0.126 0.282
H -7.226 3.022 -3.426 0.063 -0.154 0.164 0.274
C -2.029 3.015 0.996 0.514 -0.076 1.130 -0.499
C -1.380 2.866 2.362 3.566 -0.808 7.387 0.423
N -0.842 2.742 3.496 -4.257 0.990 -8.987 -0.520
H -1.467 2.444 0.252 -0.023 0.054 0.232 0.185
H -3.056 2.643 1.028 0.156 0.011 0.091 0.236
H -2.041 4.068 0.702 0.078 -0.112 0.119 0.186
C -0.322 -9.038 -3.948 -0.189 -1.204 -0.276 -0.290
C -0.509 -10.509 -4.282 -1.031 -8.106 -1.846 -0.007
N -0.664 -11.729 -4.560 1.260 9.870 2.231 -0.387
H -1.254 -8.494 -4.125 0.037 -0.224 -0.031 0.303
H -0.039 -8.928 -2.897 0.007 -0.159 -0.162 0.257
H 0.465 -8.611 -4.575 -0.076 -0.197 0.090 0.131
C 0.237 8.254 -0.441 -0.872 -0.819 -0.380 -0.442
C -0.834 7.275 -0.896 -5.842 -5.353 -2.465 0.320
N -1.723 6.464 -1.273 7.097 6.410 3.037 -0.477
H -0.197 8.991 0.240 -0.001 -0.182 -0.131 0.278
H 1.036 7.717 0.078 -0.207 -0.001 -0.080 0.018
H 0.659 8.772 -1.306 -0.143 -0.136 0.098 0.278
C -11.593 2.455 1.626 0.578 -0.936 -0.555 -0.757
C -10.890 1.317 0.904 3.678 -6.148 -4.032 0.523
N -10.306 0.373 0.305 -5.429 7.773 4.393 -0.626
H -11.338 2.436 2.689 0.043 -0.084 -0.196 0.274
H -11.282 3.414 1.202 0.031 -0.232 -0.001 0.263
H -12.676 2.352 1.518 0.212 -0.095 -0.056 0.306
C 6.220 0.844 2.065 -0.052 0.887 0.905 -0.538
C 6.149 1.930 3.127 -0.359 5.888 5.776 0.333
N 6.089 2.831 4.007 0.445 -7.167 -7.082 -0.548
H 7.217 0.395 2.058 -0.090 0.208 0.104 0.412
H 5.481 0.067 2.277 -0.003 0.242 0.060 0.074
H 6.014 1.271 1.080 0.036 -0.007 0.203 0.227
C 4.971 7.073 0.378 -0.670 1.022 0.174 -0.469
C 4.122 8.312 0.612 -4.674 6.768 1.281 0.331
N 3.417 9.340 0.805 5.614 -8.279 -1.572 -0.455
H 4.342 6.249 0.032 -0.044 0.218 0.092 0.041
H 5.733 7.281 -0.378 -0.161 0.092 0.130 0.334
H 5.464 6.778 1.309 -0.131 0.144 -0.098 0.237
C 9.073 4.464 5.394 1.232 -0.336 -0.045 -0.437
C 10.546 4.095 5.339 8.108 -2.010 -0.292 0.280
N 11.769 3.788 5.293 -9.825 2.441 0.343 -0.402
H 8.770 4.636 6.430 0.156 -0.054 -0.152 0.259
H 8.895 5.375 4.815 0.142 -0.151 0.081 0.243
H 8.470 3.654 4.976 0.159 0.108 0.068 0.048
C -4.180 2.089 4.765 -1.247 0.237 -0.080 -0.620
C -5.678 2.336 4.679 -8.214 1.311 -0.484 0.342
N -6.920 2.540 4.607 9.909 -1.652 0.512 -0.473
H -3.638 3.017 4.563 -0.164 -0.132 0.030 0.198
H -3.918 1.735 5.766 -0.151 0.071 -0.153 0.315
H -3.884 1.335 4.031 -0.164 0.111 0.094 0.225
C 3.913 -8.041 -6.332 -0.298 -0.187 1.157 -0.798
C 3.523 -8.226 -4.874 -2.070 -0.991 7.801 0.510
N 3.200 -8.379 -3.665 2.434 1.399 -9.547 -0.526
H 4.225 -7.008 -6.506 -0.058 -0.150 0.147 0.272
H 4.740 -8.710 -6.584 -0.149 0.067 0.167 0.321
H 3.060 -8.269 -6.977 0.081 -0.008 0.206 0.286


(2)
108
Properties=species:S:1:pos:R:3:forces:R:3:lowdin_spin:R:1 method="wB97M-V/def2-TZVPD" multiplicity=4 total_charge=+3 de_lowest_kj_mol=94.5
Re 0.564 -0.635 -0.832 0.517 -0.711 -0.692 1.683
C -2.539 -1.990 -3.847 0.035 0.081 -0.052 0.002
N -2.330 -1.298 -2.579 -0.301 0.220 -0.114 0.014
C -2.489 0.156 -2.604 -0.072 -0.201 -0.096 0.000
C -2.142 -1.963 -1.423 0.284 0.326 0.278 0.019
N -1.356 -1.394 -0.489 -0.433 -0.012 0.017 0.037
C -1.604 -1.694 0.934 0.153 -0.013 -0.445 0.006
C -0.314 -1.641 1.744 -0.039 0.126 -0.074 0.013
N 0.518 -0.438 1.414 -0.178 -0.019 -0.009 0.022
C 0.072 0.765 2.207 0.213 -0.254 -0.273 0.009
C -1.391 1.175 2.304 0.362 -0.542 -0.025 0.062
N -2.047 1.587 1.083 0.627 0.251 -0.014 0.464
C -3.242 2.123 1.232 -1.820 0.568 0.610 0.002
N -3.822 2.819 0.205 0.263 -0.285 0.152 0.239
C -3.048 3.607 -0.732 0.349 0.031 -0.317 0.022
C -5.266 2.976 0.099 -0.228 -0.146 -0.108 0.024
N -3.990 2.098 2.385 0.384 0.141 -0.282 0.074
C -4.300 0.881 3.128 0.000 -0.213 0.136 0.004
C -4.629 3.316 2.883 -0.125 0.109 0.051 0.005
C 1.947 -0.657 1.837 0.049 -0.071 0.067 0.005
C 2.732 -1.421 0.795 0.033 0.103 -0.189 0.006
N 2.619 -0.676 -0.473 0.515 -0.090 -0.075 0.036
C 3.685 -0.683 -1.317 -0.569 -0.153 0.393 0.016
N 4.527 -1.713 -1.385 0.295 -0.315 -0.058 0.010
C 4.133 -3.098 -1.106 0.062 0.072 -0.089 0.002
C 5.943 -1.552 -1.743 -0.075 -0.031 0.077 0.001
N 3.896 0.395 -2.101 0.075 0.304 -0.129 0.010
C 3.898 1.746 -1.536 0.019 -0.128 -0.090 0.002
C 4.491 0.292 -3.434 -0.060 0.009 0.049 0.001
N -2.728 -3.160 -1.268 -0.138 -0.232 -0.018 0.013
C -4.034 -3.462 -1.862 0.043 -0.116 0.096 0.001
C -2.103 -4.277 -0.561 -0.071 -0.027 -0.056 0.002
H -3.578 -1.953 -4.178 -0.029 0.012 0.009 0.000
H -2.220 -3.027 -3.767 0.014 0.067 0.016 0.000
H -1.921 -1.505 -4.605 0.024 -0.018 0.018 0.000
H -1.982 0.563 -3.481 0.003 -0.013 0.097 0.000
H -2.082 0.600 -1.700 0.050 -0.030 -0.010 0.002
H -3.550 0.414 -2.681 -0.031 -0.026 -0.058 0.000
H -2.035 -2.678 1.085 -0.070 -0.019 0.085 0.000
H -2.328 -0.976 1.302 -0.205 0.150 0.168 0.003
H 0.280 -2.529 1.520 0.053 0.051 -0.029 0.001
H -0.545 -1.656 2.812 0.062 -0.025 0.106 0.002
H 0.679 1.609 1.886 0.020 -0.021 -0.024 0.000
H 0.360 0.553 3.241 0.038 0.089 0.064 0.000
H -1.386 2.009 3.018 -0.186 0.084 -0.101 0.021
H -1.926 0.381 2.822 -0.228 -0.029 -0.027 0.020
H -1.999 3.487 -0.505 0.223 0.002 -0.071 0.001
H -3.318 4.664 -0.646 -0.050 -0.091 0.077 0.011
H -3.242 3.298 -1.764 -0.078 -0.056 0.168 0.009
H -5.777 2.199 0.659 0.051 -0.024 0.036 0.002
H -5.547 2.895 -0.953 0.157 0.032 0.031 0.008
H -5.605 3.953 0.454 0.113 -0.013 0.016 0.013
H -4.082 -0.002 2.532 0.029 -0.008 -0.035 0.001
H -5.368 0.868 3.352 0.023 0.041 -0.056 0.001
H -3.765 0.821 4.080 -0.006 0.111 -0.058 0.004
H -4.218 4.192 2.386 0.023 -0.026 0.000 0.001
H -4.428 3.408 3.951 0.044 -0.094 -0.022 0.002
H -5.715 3.305 2.750 0.055 -0.045 -0.010 0.004
H 1.978 -1.173 2.799 -0.082 0.017 0.075 0.000
H 2.406 0.322 1.962 -0.016 0.087 0.010 0.000
H 2.342 -2.439 0.702 0.039 -0.005 0.030 0.001
H 3.771 -1.496 1.119 0.021 0.008 0.063 0.000
H 3.058 -3.192 -1.023 0.001 0.027 -0.060 0.000
H 4.600 -3.458 -0.188 0.033 0.013 0.005 0.000
H 4.475 -3.725 -1.930 0.016 0.023 -0.015 0.000
H 6.260 -0.522 -1.610 -0.052 -0.011 0.001 0.000
H 6.143 -1.871 -2.766 -0.025 -0.002 -0.006 0.000
H 6.530 -2.176 -1.071 -0.008 -0.015 0.028 0.000
H 3.357 1.766 -0.597 -0.026 -0.055 -0.001 0.000
H 3.447 2.442 -2.241 -0.085 0.006 0.002 0.000
H 4.926 2.074 -1.355 -0.010 -0.015 -0.035 0.001
H 4.373 -0.715 -3.827 -0.016 0.034 0.057 0.000
H 5.548 0.566 -3.445 -0.004 -0.011 0.014 0.000
H 3.963 0.982 -4.094 -0.023 -0.009 0.018 0.000
H -4.528 -2.550 -2.186 0.040 -0.005 0.014 0.000
H -4.655 -3.935 -1.100 0.023 0.010 0.006 0.001
H -3.952 -4.152 -2.704 0.023 0.037 0.023 0.000
H -1.079 -4.038 -0.290 0.065 0.017 -0.064 0.001
H -2.089 -5.142 -1.228 0.026 0.014 -0.012 0.001
H -2.672 -4.554 0.330 -0.023 0.022 -0.021 0.000
O 1.378 -5.256 -0.586 -0.048 0.159 0.095 0.001
C 1.113 -5.539 -1.889 -0.021 0.154 -0.281 0.000
C 1.145 -6.855 -2.339 0.001 -0.036 0.054 0.000
C 0.906 -7.149 -3.667 -0.001 -0.084 -0.052 -0.001
C 0.637 -6.133 -4.581 -0.008 -0.111 -0.081 0.000
C 0.606 -4.830 -4.149 -0.020 0.086 0.213 -0.001
C 0.829 -4.498 -2.798 0.030 -0.257 0.182 0.000
C 0.770 -3.090 -2.400 0.013 0.545 -0.282 0.002
O 0.833 -2.750 -1.150 -0.099 0.672 0.114 0.068
N 0.663 -2.184 -3.376 0.117 -0.572 0.168 0.009
N 0.632 -0.945 -2.851 0.000 0.636 0.959 -0.005
C 0.671 0.094 -3.634 -0.017 0.274 -0.219 -0.030
C 0.691 1.372 -2.972 0.087 -0.764 -0.129 0.002
C 0.814 2.580 -3.640 0.003 0.675 -0.099 -0.009
C 0.903 3.757 -2.915 0.006 -0.144 -0.521 0.006
C 0.865 3.698 -1.528 -0.108 -0.150 0.355 -0.005
C 0.718 2.471 -0.917 -0.194 0.487 -0.089 0.019
N 0.625 1.324 -1.609 -0.130 -0.554 0.249 0.023
H 1.590 -6.074 -0.123 0.013 -0.098 -0.010 0.000
H 1.368 -7.648 -1.632 -0.011 0.010 -0.050 0.000
H 0.935 -8.180 -3.999 0.005 0.057 0.042 0.000
H 0.461 -6.372 -5.622 0.008 0.024 0.046 0.000
H 0.409 -4.026 -4.843 0.002 -0.006 -0.005 0.000
H 0.718 -0.034 -4.708 0.026 0.069 0.016 -0.002
H 0.840 2.582 -4.724 0.035 0.020 0.084 0.000
H 1.008 4.709 -3.424 -0.004 -0.091 0.028 0.001
H 0.937 4.594 -0.924 0.021 -0.046 -0.016 0.000
H 0.628 2.395 0.154 0.108 -0.026 -0.014 0.003